# C4H6N2O

One molecule with the formula C4H6N2O (ωB97M-V/def2-TZVPD, the OMol25 dataset).

CARTESIAN COORDINATES (ANGSTROEM)
N -1.5282 0.5470 -0.2206
C -0.1793 0.3776 0.0682
C 0.2620 -1.0482 -0.0174
O -0.7361 -1.9111 0.3220
N 1.4126 -1.4570 -0.3558
C 1.7382 1.4972 -0.1552
C 0.5793 1.4464 0.5572
H -1.8718 0.1190 -1.0741
H -1.8611 1.4966 -0.1153
H -1.4962 -1.3985 0.6426
H 1.4552 -2.4699 -0.2287
H 2.2048 0.5460 -0.4433
H 0.0918 2.3063 1.0274

* 2S+1: 1
* LUMO (spin up / spin down): -0.1 / -0.1 eV
* ΔE to the lowest compared entry with this formula, charge and spin: 108.3 kcal/mol

These are the natural (NBO) partial charges, in e, on atoms 1 to 4:
1. N -0.809
2. C 0.158
3. C 0.501
4. O -0.682

# C20H22N2O4

One molecule with the formula C20H22N2O4 (ωB97M-V/def2-TZVPD, the OMol25 dataset).

CARTESIAN COORDINATES (ANGSTROEM)
C 6.6296 2.0140 1.7143
H 7.2728 1.7284 2.5446
O 7.3657 1.7392 0.5404
C 6.8047 2.2548 -0.6395
C 5.4420 1.6558 -1.0062
H 4.6985 1.9602 -0.2679
H 5.1360 2.0447 -1.9793
C 5.5029 0.1255 -1.0258
N 4.1891 -0.4764 -1.0734
C 3.4352 -0.5883 0.0481
O 3.8414 -0.2504 1.1444
C 2.0720 -1.1644 -0.1534
C 1.0888 -0.7801 0.7519
C -0.1673 -1.3172 0.5729
C -0.4578 -2.2286 -0.4646
C 0.5372 -2.6250 -1.3476
C 1.7930 -2.0803 -1.1774
H 2.5896 -2.3984 -1.8339
H 0.3272 -3.3367 -2.1290
N -1.7844 -2.5750 -0.3604
C -2.2262 -1.9189 0.6578
O -1.3116 -1.1318 1.2795
C -3.6261 -1.9072 1.1512
C -4.3128 -0.6768 0.6040
C -4.5710 -0.5793 -0.7601
C -5.1731 0.5440 -1.2812
C -5.5318 1.6066 -0.4481
C -5.2696 1.5156 0.9134
C -4.6601 0.3809 1.4257
H -4.4593 0.3281 2.4861
H -5.5305 2.3168 1.5867
O -6.1221 2.6688 -1.0622
C -6.5046 3.7723 -0.2781
H -7.2512 3.4932 0.4726
H -6.9429 4.4885 -0.9714
H -5.6435 4.2314 0.2185
H -5.3792 0.6292 -2.3363
H -4.2889 -1.3942 -1.4100
H -4.1214 -2.8103 0.7939
H -3.6266 -1.8862 2.2414
H 1.3213 -0.0957 1.5516
H 3.7496 -0.5791 -1.9730
H 5.9832 -0.2141 -0.1049
H 6.0841 -0.2274 -1.8798
H 7.5358 2.0212 -1.4186
H 6.7049 3.3501 -0.5661
H 6.3954 3.0828 1.7884
H 5.7031 1.4342 1.7649

* 2S+1: 1
* LUMO: 0.6 eV
* ΔE to the lowest compared entry with this formula, charge and spin: 55.6 kcal/mol

These are the natural (NBO) partial charges, in e, on atoms 1 to 4:
1. C -0.266
2. H 0.193
3. O -0.540
4. C -0.056

# C4H7NO

One molecule with the formula C4H7NO (ωB97M-V/def2-TZVPD, the OMol25 dataset).

CARTESIAN COORDINATES (ANGSTROEM)
N -1.4216 0.6534 1.1229
C -0.1326 0.3323 1.0675
O 0.5714 0.2333 2.1425
C 0.7486 0.0834 -0.0470
C 0.3205 0.2226 -1.4799
C 0.4828 -1.1452 -0.9008
H -1.9583 0.7381 0.2744
H -1.8513 0.9032 2.0006
H 1.4432 0.1099 1.3659
H -0.6984 0.5383 -1.7197
H 1.0571 0.5935 -2.1890
H 1.3453 -1.7443 -1.1841
H -0.4242 -1.7294 -0.7451

* 2S+1: 1
* LUMO: 0.8 eV
* ΔE to the lowest compared entry with this formula, charge and spin: 86.2 kcal/mol

These are the natural (NBO) partial charges, in e, on atoms 1 to 4:
1. N -0.772
2. C 0.656
3. O -0.660
4. C -0.501

# C5H12N2O

One molecule with the formula C5H12N2O (ωB97M-V/def2-TZVPD, the OMol25 dataset).

CARTESIAN COORDINATES (ANGSTROEM)
C -1.2677 0.3809 0.1233
C 2.3519 -0.7236 -0.1740
C 1.1724 1.1812 -1.1871
C -2.2199 0.3961 1.2904
N 1.1672 0.1081 -0.2174
C 0.0175 -0.3898 0.3128
O -1.5597 -0.4898 -1.2011
N 0.0737 -1.4079 1.1077
H -1.7166 -1.4179 -0.9915
H -1.2664 1.3339 -0.4000
H -0.8281 -1.7935 1.3652
H 2.2596 -1.4045 0.6721
H 2.4570 -1.3154 -1.0920
H 0.6209 0.8981 -2.0918
H 2.2010 1.4336 -1.4390
H 0.7140 2.0856 -0.7762
H 3.2342 -0.0918 -0.0424
H -2.9835 1.1525 1.1019
H -1.6959 0.6249 2.2157
H -2.7314 -0.5608 1.4234

* 2S+1: 1
* LUMO: 0.9 eV
* ΔE to the lowest compared entry with this formula, charge and spin: 59.3 kcal/mol

These are the natural (NBO) partial charges, in e, on atoms 1 to 4:
1. C 0.045
2. C -0.415
3. C -0.409
4. C -0.650

# C4H7N3O2

C4H7N3O2 as an isolated structure (ωB97M-V/def2-TZVPD, the OMol25 dataset).

CARTESIAN COORDINATES (ANGSTROEM)
C -1.7525 1.2774 0.3116
C 1.5808 -0.1759 0.6080
C -0.1659 -0.7248 -0.6848
C -0.3379 0.8873 0.4724
N 2.4352 0.2647 -0.3672
N -0.8253 -1.7847 -0.1509
N 0.6710 1.1803 1.0871
O 1.6241 -1.0771 1.3942
O -0.0105 -0.5357 -1.8782
H 2.5583 1.2674 -0.3848
H 2.2722 -0.1518 -1.2790
H -1.0992 -2.5402 -0.7670
H -0.6478 -2.0106 0.8171
H -2.0197 1.3033 -0.7455
H -1.8914 2.2685 0.7509
H -2.3914 0.5519 0.8161

* 2S+1: 1
* LUMO: 0.1 eV
* ΔE to the lowest compared entry with this formula, charge and spin: 73.4 kcal/mol

These are the natural (NBO) partial charges, in e, on atoms 1 to 4:
1. C -0.702
2. C 0.809
3. C 0.530
4. C 0.343

# C11H19N2O4PS

One molecule with the formula C11H19N2O4PS (ωB97M-V/def2-TZVPD, the OMol25 dataset).

CARTESIAN COORDINATES (ANGSTROEM)
S -1.8992 2.2752 -1.4198
N 0.1226 -2.2708 0.4281
N 0.0378 -0.9781 0.6991
O 0.5286 -3.9342 -1.2031
O 0.5125 1.4023 0.0728
O -0.5881 3.7418 0.7242
O -1.7500 1.3572 1.4810
C 0.5971 -2.5980 -0.7318
C 0.4211 0.0173 -0.1924
C 1.0483 -1.6610 -1.6617
C 1.0354 -0.3158 -1.3708
C -1.2069 6.0676 1.5569
C -3.5347 -0.2282 2.1594
C -0.0714 -6.2430 -0.8420
C 1.8564 -5.4413 0.4242
C -1.5527 4.6119 1.3776
C -3.1088 0.9093 1.1735
C 0.5061 -4.9979 -0.1993
P -0.9508 2.1836 0.3089
H 1.5462 -2.0492 -2.5658
H 1.4043 0.4789 -1.8535
H -1.1948 6.5668 0.5291
H -2.0607 6.5871 2.1097
H -0.2724 6.1336 2.0671
H -3.6448 -0.0066 3.1599
H -4.5524 -0.6059 1.9182
H -2.7833 -1.0154 2.0972
H -0.0348 -7.0415 -0.1901
H 0.5637 -6.6138 -1.6917
H -1.0781 -6.0087 -1.2122
H 1.8849 -6.4349 0.7760
H 2.7879 -5.2493 -0.1741
H 1.8301 -4.8680 1.3728
H -2.5219 4.6657 0.8664
H -1.7298 4.3219 2.4745
H -3.7607 1.7631 1.1596
H -3.1427 0.5285 0.1083
H -0.1463 -4.7145 0.6263

* 2S+1: 1
* LUMO: 0.3 eV

These are the natural (NBO) partial charges, in e, on atoms 1 to 4:
1. S -0.656
2. N -0.250
3. N -0.228
4. O -0.505

Number 1: F_max 0.44 eV Å⁻¹, DFT total energy -9268.805 eV. Number 2: F_max 1.34 eV Å⁻¹, DFT total energy -32267.376 eV. Number 3: F_max 0.27 eV Å⁻¹, DFT total energy -7795.908 eV. Number 4: F_max 3.90 eV Å⁻¹, DFT total energy -10405.853 eV. Number 5: F_max 4.64 eV Å⁻¹, DFT total energy -12824.346 eV. Number 6: F_max 3.97 eV Å⁻¹, DFT total energy -43008.209 eV.